[1]
{"formula": "C4H6N2", "method": "ωB97M-V/def2-TZVPD", "symbols": ["C", "C", "C", "C", "N", "N", "H", "H", "H", "H", "H", "H"], "positions_angstrom": [[1.350, 0.264, -1.069], [0.166, 0.068, -0.177], [-0.434, 0.847, 0.788], [-1.454, 0.021, 1.333], [-1.506, -1.153, 0.724], [-0.530, -1.096, -0.191], [2.094, -0.526, -0.905], [1.052, 0.229, -2.121], [1.837, 1.223, -0.877], [-0.161, 1.869, 1.023], [-2.097, 0.184, 2.188], [-0.318, -1.930, -0.715]], "atomic_forces_ev_per_a": [[0.0, 0.0, -0.1], [-0.1, -0.1, 0.0], [0.1, -0.1, 0.0], [0.1, 0.0, 0.0], [0.1, 0.2, 0.3], [0.2, -0.1, 0.0], [-0.1, 0.1, 0.0], [0.1, 0.1, 0.1], [-0.1, -0.1, 0.0], [-0.1, -0.3, 0.1], [0.0, 0.2, -0.3], [0.0, 0.1, 0.0]], "de_lowest_kcal_mol": 11.9, "homo_energy_ev": -9.082, "smiles": "Cc1ccn[nH]1", "lumo_ev": 0.96, "gap_ev": 10.04}

[2]
{"formula": "C14H16O", "method": "ωB97M-V/def2-TZVPD", "symbols": ["C", "C", "C", "C", "C", "C", "C", "H", "H", "H", "H", "H", "H", "H", "H", "C", "C", "C", "C", "C", "C", "C", "O", "H", "H", "H", "H", "H", "H", "H", "H"], "positions_angstrom": [[-2.959, -1.189, 0.630], [-3.185, 1.355, 0.860], [-2.745, 0.224, 0.116], [-2.939, 2.618, 0.279], [-2.184, 2.747, -0.861], [-2.012, 0.340, -1.041], [-1.681, 1.636, -1.572], [-3.715, 1.081, 1.763], [-3.325, 3.527, 0.735], [-2.770, -1.216, 1.719], [-2.346, -1.928, 0.126], [-1.952, 3.730, -1.269], [-1.667, -0.501, -1.635], [-1.205, 1.672, -2.544], [-4.022, -1.445, 0.558], [1.779, 1.241, -1.078], [1.407, -0.452, 0.721], [2.112, -0.037, -0.403], [1.827, -1.552, 1.456], [3.005, -2.185, 1.064], [3.214, -0.785, -0.812], [3.732, -1.849, -0.060], [3.503, -3.233, 1.856], [0.500, 0.020, 1.084], [1.189, -2.010, 2.199], [0.699, 1.419, -1.142], [2.227, 1.424, -2.058], [3.752, -0.515, -1.713], [2.906, -3.994, 1.866], [4.695, -2.262, -0.312], [2.160, 2.119, -0.532]], "atomic_forces_ev_per_a": [[-0.8, 0.9, 0.8], [0.1, -1.7, -0.2], [1.0, -1.1, -0.4], [0.0, 1.0, 0.1], [0.1, 0.2, -0.6], [0.0, 0.8, -0.3], [-0.2, -0.5, 0.3], [-0.2, 0.8, 0.2], [0.1, 0.0, 0.1], [0.2, -0.1, -0.2], [0.0, -0.1, -0.1], [-0.2, 0.1, 0.2], [-0.1, -0.4, 0.4], [0.0, 0.4, 0.0], [0.0, -0.3, -0.2], [-0.4, 1.4, -0.2], [-0.4, -0.5, 0.7], [0.6, 0.0, -0.2], [0.4, -0.2, -1.2], [0.2, -1.4, 0.8], [0.5, -0.2, 0.3], [-1.0, 1.4, 0.0], [0.1, -0.2, 0.0], [0.0, 0.4, -0.5], [0.2, 0.2, 0.4], [0.1, -0.2, -0.1], [-0.1, -0.7, -0.2], [-0.1, 0.3, 0.0], [0.0, 0.4, -0.1], [-0.1, -0.5, 0.1], [0.0, -0.4, 0.4]], "s2": 0.76, "de_lowest_kcal_mol": 10.8, "homo_energy_ev": [0.713, -3.616], "charge": -1, "lumo_ev": [2.85, 2.82], "gap_ev": [2.14, 6.44], "multiplicity": 2}

[3]
{"formula": "H9NSi3", "method": "ωB97M-V/def2-TZVPD", "symbols": ["N", "Si", "Si", "Si", "H", "H", "H", "H", "H", "H", "H", "H", "H"], "positions_angstrom": [[1.134, -1.332, -0.664], [-3.217, -0.236, 0.311], [2.139, 0.101, -0.349], [0.551, 1.498, 0.567], [0.301, -1.408, 0.065], [1.572, -2.274, -0.825], [-1.897, -0.951, 0.074], [-4.265, -0.691, 1.235], [-3.772, 0.418, -0.843], [2.732, 0.122, -1.783], [3.340, 0.322, 0.440], [1.168, 1.768, 1.979], [0.213, 2.662, -0.208]], "atomic_forces_ev_per_a": [[-1.2, -1.0, 2.7], [1.2, 0.2, 0.4], [-0.6, -0.9, -2.8], [0.7, -0.4, 1.3], [2.4, -0.2, -2.0], [-0.7, 1.3, 0.3], [-1.1, 0.0, 0.1], [0.2, -0.3, 0.0], [-0.2, 0.2, -0.6], [-0.3, 0.7, 0.9], [0.4, -0.5, 0.8], [-0.7, 0.1, -1.0], [-0.2, 0.8, -0.2]], "de_lowest_kcal_mol": 79.8, "homo_energy_ev": [-7.724, -8.044], "lumo_ev": [-1.30, -0.86], "gap_ev": [6.43, 7.18]}

[4]
{"formula": "C2H4ClFN2", "method": "ωB97M-V/def2-TZVPD", "symbols": ["N", "N", "C", "C", "F", "Cl", "H", "H", "H", "H"], "positions_angstrom": [[-0.870, 1.480, 0.462], [-0.101, 1.225, -0.604], [0.553, 0.128, -0.661], [0.449, -1.041, 0.230], [-0.783, -1.666, 0.050], [1.613, -2.285, -0.324], [-1.358, 0.628, 0.839], [-1.426, 2.287, 0.223], [1.308, 0.121, -1.496], [0.615, -0.878, 1.280]], "atomic_forces_ev_per_a": [[-1.1, -1.1, 0.5], [1.4, -0.6, 0.1], [1.0, 1.4, -2.0], [0.0, -1.5, -0.9], [-0.2, 0.6, 0.5], [0.2, 0.3, 0.3], [0.2, 1.5, -0.3], [-0.5, -0.3, 0.5], [-1.0, -0.4, 0.9], [-0.1, 0.1, 0.4]], "de_lowest_kcal_mol": 32.8, "homo_energy_ev": -9.615, "smiles": "N/N=C\\[C@@H](F)Cl", "lumo_ev": 0.80, "gap_ev": 10.42}

[5]
{"formula": "BrClI2Si", "method": "ωB97M-V/def2-TZVPD", "symbols": ["Si", "Cl", "Br", "I", "I"], "positions_angstrom": [[0.300, 0.068, -0.188], [0.210, -0.507, -2.156], [-2.887, -1.272, 1.114], [2.222, -0.845, 1.107], [0.154, 2.556, 0.123]], "atomic_forces_ev_per_a": [[-0.1, 0.3, 0.6], [0.3, 0.1, 0.0], [0.0, 0.0, 0.0], [-0.3, 0.2, -0.4], [0.1, -0.6, -0.2]], "s2": 2.01, "de_lowest_kcal_mol": 0.0, "homo_energy_ev": [-8.072, -9.841], "lumo_ev": [-0.19, -4.01], "gap_ev": [7.88, 5.83], "multiplicity": 3}

[6]
{"formula": "C32H31BN2O9P2", "method": "ωB97M-V/def2-TZVPD", "symbols": ["H", "N", "C", "C", "C", "P", "O", "C", "P", "O", "O", "O", "B", "N", "O", "H", "H", "H", "H", "H", "H", "H", "H", "H", "H", "H", "H", "H", "H", "O", "C", "C", "C", "C", "C", "C", "C", "C", "O", "C", "C", "C", "C", "C", "C", "H", "H", "H", "H", "H", "H", "H", "H", "O", "C", "C", "C", "C", "C", "C", "C", "C", "O", "C", "C", "C", "C", "C", "C", "H", "H", "H", "H", "H", "H", "H", "H"], "positions_angstrom": [[-1.305, -3.524, -4.343], [-0.480, -3.397, -3.756], [-0.297, -4.396, -3.002], [-1.201, -5.603, -2.981], [0.884, -4.387, -2.078], [0.492, -4.180, -0.272], [1.678, -5.443, 0.005], [-0.657, -2.647, -0.649], [-1.050, -1.484, 0.646], [-1.165, -0.114, 0.123], [0.092, -1.549, 1.777], [-2.426, -1.894, 1.348], [-0.969, -5.293, 0.519], [-0.872, -6.718, 0.523], [-2.060, -4.652, 1.097], [-1.704, -5.710, -3.941], [-1.977, -5.464, -2.220], [-0.662, -6.526, -2.768], [1.416, -5.332, -2.147], [1.539, -3.562, -2.358], [1.302, -3.349, 0.523], [1.915, -5.500, 0.939], [-1.616, -2.910, -1.103], [-0.126, -2.037, -1.384], [-0.065, -2.207, 2.464], [-2.380, -2.653, 1.942], [-1.586, -7.108, 1.131], [-0.992, -7.139, -0.392], [-2.792, -4.513, 0.485], [-4.928, 2.500, 2.305], [-4.994, 3.392, 1.486], [-4.078, 3.443, 0.312], [-3.139, 2.432, 0.144], [-2.298, 2.442, -0.957], [-2.396, 3.466, -1.894], [-3.319, 4.485, -1.726], [-4.161, 4.481, -0.621], [-5.134, 5.595, -0.454], [-5.176, 6.523, -1.234], [-6.067, 5.532, 0.711], [-7.010, 6.540, 0.874], [-7.902, 6.488, 1.931], [-7.857, 5.428, 2.830], [-6.913, 4.427, 2.678], [-6.012, 4.477, 1.621], [-3.069, 1.636, 0.871], [-1.577, 1.648, -1.076], [-1.746, 3.468, -2.759], [-3.399, 5.288, -2.446], [-7.034, 7.356, 0.164], [-8.637, 7.273, 2.055], [-8.560, 5.386, 3.652], [-6.864, 3.599, 3.372], [4.980, 1.497, 2.683], [5.351, 1.042, 1.623], [4.379, 0.506, 0.627], [3.021, 0.555, 0.916], [2.096, 0.092, -0.005], [2.532, -0.421, -1.223], [3.885, -0.487, -1.514], [4.814, -0.029, -0.589], [6.265, -0.124, -0.915], [6.647, -0.634, -1.947], [7.236, 0.434, 0.072], [8.594, 0.391, -0.221], [9.510, 0.926, 0.668], [9.074, 1.507, 1.854], [7.724, 1.543, 2.156], [6.801, 1.003, 1.269], [2.698, 0.961, 1.865], [1.037, 0.127, 0.221], [1.811, -0.768, -1.954], [4.233, -0.887, -2.456], [8.917, -0.061, -1.149], [10.566, 0.894, 0.437], [9.792, 1.932, 2.544], [7.372, 1.988, 3.076]], "atomic_forces_ev_per_a": [[0.0, 0.0, -0.1], [0.0, 0.2, -0.1], [0.1, 0.1, 0.0], [-0.1, 0.0, 0.0], [-0.2, -0.2, 0.1], [0.0, -0.4, -0.4], [0.0, 0.1, 0.2], [0.2, -0.3, 0.4], [-0.4, 0.9, -0.5], [0.1, -0.2, 0.1], [-0.3, -0.4, 0.2], [0.2, -0.1, 0.3], [0.1, -0.1, -0.3], [-1.0, 0.5, 0.1], [0.3, 0.1, 0.3], [0.0, 0.0, 0.0], [0.0, -0.1, 0.0], [0.0, 0.0, 0.0], [0.1, 0.1, -0.1], [0.0, 0.0, 0.1], [-0.2, 0.2, 0.0], [0.0, -0.1, -0.1], [0.0, 0.0, -0.1], [0.0, 0.0, 0.0], [0.1, 0.1, 0.1], [-0.1, -0.2, -0.2], [-0.1, -0.1, -0.2], [0.9, -0.3, 0.0], [0.0, 0.0, 0.2], [0.0, 0.0, 0.0], [0.0, 0.0, 0.0], [0.0, 0.0, 0.0], [0.0, -0.1, 0.0], [0.0, 0.2, -0.1], [0.0, 0.0, 0.0], [0.1, 0.0, 0.0], [0.0, 0.0, 0.0], [0.0, 0.0, 0.0], [0.0, 0.0, 0.0], [0.0, 0.0, 0.0], [-0.1, 0.0, 0.0], [0.0, 0.0, 0.0], [0.0, 0.0, 0.0], [-0.1, 0.0, 0.1], [0.0, 0.0, 0.0], [0.0, 0.0, 0.0], [0.0, 0.0, 0.0], [0.0, 0.0, 0.0], [0.0, 0.0, 0.0], [0.0, 0.0, 0.0], [0.0, 0.0, 0.0], [0.0, 0.0, 0.0], [0.1, 0.0, 0.0], [0.0, 0.0, 0.0], [0.0, 0.0, 0.0], [0.1, 0.0, 0.0], [-0.1, 0.0, 0.0], [0.1, 0.0, 0.0], [0.0, 0.0, 0.0], [-0.1, 0.0, 0.0], [0.0, 0.0, 0.0], [0.0, 0.0, 0.0], [0.0, 0.0, 0.0], [-0.1, 0.0, 0.0], [0.1, 0.0, 0.0], [0.0, 0.0, 0.0], [0.0, 0.0, 0.0], [0.1, 0.0, 0.0], [0.0, 0.0, 0.0], [0.0, 0.0, 0.0], [0.1, 0.2, -0.1], [0.0, 0.0, 0.0], [0.1, 0.0, 0.0], [-0.1, 0.0, 0.0], [0.0, 0.0, 0.0], [0.0, 0.0, 0.0], [-0.1, 0.0, 0.0]], "homo_energy_ev": -9.248, "smiles": "[H]/N=C(\\C)C[PH](O)(CP(=O)(O)O)B(N)O.O=C1c2ccccc2C(=O)c2ccccc21.O=C1c2ccccc2C(=O)c2ccccc21", "lumo_ev": -0.75, "gap_ev": 8.50}

Asked for strongest force on any atom across the records above, the calculation gives 0.3 1.7 3.2 2.6 0.7 1.2 eV Å⁻¹ in order.
Asked for E across the records above, the calculation gives -7225.0765 -16823.4437 -25264.0757 -20357.4507 -106644.7346 -74353.4107 eV in order.